No. 1
ORCA calculation (ωB97M-V/def2-TZVPD) on a structure of composition C26H31F3IrN4O4S3 in a non-equilibrium geometry.

Values from the calculation:
⟨S²⟩: 0.812
LUMO energy (alpha / beta) in eV: -5.8 / -6.7
E_HOMO (alpha / beta) in eV: -12.56 / -12.48
Charge: +2
Kohn-Sham gap (alpha / beta) in eV: 6.72 / 5.82
DFT total energy in eV: -85098.091
2S+1: 2

Atoms and positions in Å:
Ir: -0.592937 -0.807943 0.760142
F: -4.905194 -2.655167 -1.716245
C: -3.927386 -3.209041 -2.458685
F: -3.633112 -4.401232 -1.901798
F: -4.409074 -3.433231 -3.681889
C: -2.709157 -2.329736 -2.503008
C: -2.279735 -1.763423 -3.679586
C: -1.143566 -0.959920 -3.680123
C: -0.453803 -0.786181 -2.508564
N: -0.876339 -1.334966 -1.353148
C: -2.007950 -2.032300 -1.332740
S: -2.528609 -2.382833 0.274553
H: -2.837922 -1.936208 -4.592426
H: -0.802511 -0.472730 -4.580199
H: 0.451437 -0.196211 -2.472119
C: 0.696835 -0.807454 3.594576
C: 0.888574 -1.134385 2.149991
O: 1.824013 -1.671632 1.696600
H: 1.456148 -0.072992 3.875744
H: 0.872835 -1.716763 4.164941
H: -0.293550 -0.410721 3.800926
N: -3.742870 1.370251 3.497982
C: -3.731673 1.434354 1.994519
C: -2.511776 0.690268 1.498813
O: -2.324730 0.608521 0.281339
O: -1.740149 0.157579 2.358716
H: -4.481190 1.933238 3.907607
H: -2.836988 1.668226 3.849752
H: -3.843841 0.406027 3.801239
H: -3.691729 2.468862 1.667780
H: -4.629341 0.971472 1.599831
O: 0.657942 0.805618 0.045818
S: 2.133377 0.837497 -0.400763
C: 3.099916 1.209209 1.099123
C: 2.659461 2.458428 1.813687
C: 3.467059 3.592435 1.788716
C: 3.085857 4.749186 2.457034
C: 1.889193 4.783024 3.158622
C: 1.074516 3.658914 3.183768
C: 1.452841 2.503001 2.512038
C: 2.285200 2.452188 -1.195028
C: 1.562139 2.480538 -2.517307
C: 2.100923 1.830597 -3.628016
C: 1.442676 1.866823 -4.850314
C: 0.235349 2.547621 -4.967394
C: -0.311736 3.183097 -3.861295
C: 0.347841 3.144670 -2.637991
H: 4.139255 1.265665 0.764277
H: 2.973893 0.310274 1.704000
H: 4.414001 3.565134 1.254510
H: 3.728320 5.622179 2.437739
H: 1.592592 5.683544 3.683278
H: 0.145680 3.677053 3.744362
H: 0.801219 1.637080 2.521432
H: 3.361575 2.601673 -1.323119
H: 1.877601 3.168000 -0.481038
H: 3.056174 1.317537 -3.540835
H: 1.882084 1.382644 -5.715931
H: -0.271825 2.592343 -5.925640
H: -1.245304 3.727114 -3.955248
H: -0.072662 3.654931 -1.775595
C: 0.555944 -6.604423 -0.198044
N: -0.184100 -5.544193 0.485938
C: 0.371359 -4.546292 1.140790
N: 1.687271 -4.421607 1.162927
S: -0.661716 -3.452051 2.019177
H: -0.144377 -7.210570 -0.761158
H: 1.074176 -7.245323 0.515514
H: 1.277955 -6.180439 -0.895450
H: -1.184127 -5.622649 0.562582
H: 2.293878 -5.086907 0.710336
H: 2.093866 -3.587291 1.549978

Forces on atoms 1 to 6 (eV/Å):
-1.0 -1.0 -0.7
0.1 -0.1 -0.1
-0.1 0.0 0.1
-0.1 0.1 -0.1
0.0 0.0 0.1
0.0 0.0 -0.2


No. 2
ORCA calculation (ωB97M-V/def2-TZVPD) on a structure of composition C26H31F6N5PS2SbSiTl.

Values from the calculation:
⟨S²⟩: 0.803
LUMO energy (alpha / beta) in eV: 4.2 / 3.9
E_HOMO (alpha / beta) in eV: -2.71 / -2.63
Charge: -2
Kohn-Sham gap (alpha / beta) in eV: 6.91 / 6.57
DFT total energy in eV: -101297.899
2S+1: 2

Atoms and positions in Å:
Tl: 1.032468 -0.127341 -0.298872
S: -0.307400 1.520679 -1.989454
C: 1.079477 2.576649 -2.067364
C: 0.898406 3.962923 -2.070825
C: 1.958433 4.844316 -2.186907
C: 1.698239 6.264580 -2.218239
N: 1.486480 7.395636 -2.235851
C: 3.264511 4.340110 -2.272667
C: 3.463483 2.969108 -2.232370
C: 2.400196 2.065088 -2.145418
S: 2.749401 0.343735 -2.155551
C: 4.394809 5.226096 -2.420441
N: 5.299283 5.925186 -2.553156
H: -0.107193 4.353201 -1.989319
H: 4.472547 2.580504 -2.269344
C: 3.150799 -3.282258 -1.000514
C: 1.817170 -3.520945 -0.357785
C: 1.408643 -4.784196 0.038923
C: 0.157388 -4.915966 0.639077
C: -0.660380 -3.827361 0.828794
C: -0.207190 -2.551038 0.403428
N: 1.020960 -2.463889 -0.180194
N: -0.824436 -1.377098 0.525571
Si: -2.358494 -1.043041 1.210248
C: -3.767284 -1.900611 0.312806
C: -2.473973 -1.676987 2.984459
C: -2.620089 0.796351 1.188774
H: 3.950560 -3.511790 -0.296199
H: 3.266109 -2.240933 -1.289398
H: 3.260324 -3.918137 -1.882105
H: 2.066337 -5.631368 -0.099602
H: -0.175680 -5.893366 0.972243
H: -1.623912 -3.922346 1.312174
H: -3.585860 -2.977268 0.246035
H: -3.896789 -1.527621 -0.704402
H: -4.706306 -1.747890 0.856218
H: -3.011770 -2.629053 3.039666
H: -2.995438 -0.955249 3.620561
H: -1.478050 -1.831097 3.404199
H: -2.224139 1.237249 0.267761
H: -2.091027 1.262043 2.026151
H: -3.682372 1.050159 1.268778
F: 3.352806 -1.031787 1.053555
P: 4.512869 -1.333354 2.176829
F: 3.523103 -0.783458 3.327478
F: 5.111402 0.142059 1.959536
F: 3.894314 -2.827695 2.366580
F: 5.644089 -1.655034 3.287046
F: 5.481774 -1.902992 1.009493
N: 1.351672 1.508286 1.073599
C: 1.017907 1.436326 2.364777
C: 0.844526 0.240872 3.129885
C: 0.529466 0.286544 4.470770
C: 0.350286 1.511253 5.116723
C: 0.519440 2.701438 4.404922
C: 0.862318 2.670023 3.071250
H: 1.003886 -0.707910 2.632721
H: 0.423993 -0.635806 5.028990
H: 0.101285 1.538270 6.170967
H: 0.394477 3.653308 4.908394
H: 1.011692 3.579278 2.502299
C: -4.370239 -1.679040 -3.941338
Sb: -3.030880 -0.243494 -3.010497
C: -2.773326 0.886310 -4.817341
C: -4.628795 1.014638 -2.302532
H: -5.349175 -1.228260 -4.122365
H: -4.490629 -2.557231 -3.305006
H: -3.942358 -1.995379 -4.895084
H: -3.731643 0.981213 -5.331879
H: -2.047474 0.399531 -5.468367
H: -2.389243 1.870432 -4.549246
H: -5.359664 1.159346 -3.100068
H: -4.203497 1.976045 -2.010009
H: -5.112627 0.569507 -1.431977

Forces on atoms 1 to 6 (eV/Å):
-0.1 0.5 -0.2
0.0 0.0 0.2
-0.1 -0.1 -0.1
-0.1 -0.1 0.0
-0.1 0.4 0.0
0.1 -0.3 0.1


No. 3
ORCA calculation (ωB97M-V/def2-TZVPD) on a cluster of 6 separate species, C26H31F9N2O6 in total in a non-equilibrium geometry.

Values from the calculation:
LUMO energy in eV: 0.4
E_HOMO in eV: -7.92
Charge: 0
Kohn-Sham gap in eV: 8.37
DFT total energy in eV: -67184.859
2S+1: 1

Atoms and positions in Å:
C: -9.417518 2.714209 -5.327320
C: -8.433764 1.692172 -4.842212
O: -7.233616 2.399731 -4.452725
C: -6.253805 2.713576 -5.301340
O: -6.325448 2.324556 -6.485332
C: -5.068629 3.484081 -4.671594
F: -5.117107 3.534569 -3.346882
F: -3.882182 3.063696 -5.115714
F: -5.116221 4.702888 -5.129632
H: -9.248960 2.942446 -6.379746
H: -9.426589 3.576582 -4.660748
H: -10.402749 2.248116 -5.340733
H: -8.258654 1.022232 -5.684006
H: -8.919469 1.132191 -4.043077
C: 2.278872 -7.200168 4.090372
C: 3.781699 -7.062102 4.335068
O: 4.286952 -5.935811 3.621679
C: 4.884156 -6.103965 2.424882
O: 5.112498 -7.212579 1.868358
C: 5.380302 -4.806030 1.699823
F: 5.104224 -3.735018 2.489818
F: 6.738789 -4.873971 1.655661
F: 4.923994 -4.705386 0.466666
H: 1.737946 -6.361623 4.528932
H: 1.905337 -8.066792 4.635843
H: 2.117505 -7.325058 3.019644
H: 4.237738 -8.029287 4.123696
H: 3.984772 -6.885296 5.391288
C: -0.243518 4.228404 -9.457748
C: 0.780040 3.227289 -9.874405
O: 0.851034 2.131198 -8.997404
C: 0.252806 0.944149 -9.217310
O: -0.459610 0.687447 -10.199463
C: 0.494673 -0.048872 -8.074307
F: 1.071997 0.510598 -7.004039
F: -0.677250 -0.525575 -7.720150
F: 1.280089 -0.994574 -8.462758
H: -0.481101 4.797555 -10.356477
H: 0.069328 4.893470 -8.652811
H: -1.174479 3.837388 -9.047229
H: 1.753208 3.718107 -9.862855
H: 0.520531 2.899801 -10.881139
C: 0.262212 -2.582654 -0.801269
C: 0.498343 -3.266988 0.357108
C: 0.242032 -2.304795 1.359838
N: -0.252029 -1.138713 0.829404
C: -0.213975 -1.273544 -0.566920
H: 0.432596 -2.969709 -1.795026
H: 0.918202 -4.261681 0.383463
H: 0.257540 -2.325599 2.439527
H: -0.452559 -0.311119 1.372514
H: -0.533762 -0.463754 -1.205974
C: -0.177831 3.544693 4.686665
C: -0.364189 4.253459 3.505603
C: -1.765564 4.153562 3.277260
N: -2.320642 3.215631 4.158758
C: -1.374644 2.965512 5.115342
H: 0.757124 3.409099 5.209989
H: 0.346317 4.874620 2.980511
H: -2.488170 4.507265 2.556754
H: -3.255183 2.832877 4.173552
H: -1.552453 2.248788 5.903420
C: 4.540012 -0.537307 8.236169
C: 5.721541 0.030112 8.776364
C: 5.608708 1.071729 9.607224
C: 4.351284 1.591084 10.002220
C: 3.164033 0.918538 9.551272
C: 3.294029 -0.151209 8.697651
H: 4.686211 -1.476618 7.723598
H: 6.711506 -0.373828 8.624017
H: 6.557283 1.496372 9.900943
H: 4.321149 2.353271 10.766789
H: 2.225830 1.158801 10.029236
H: 2.447225 -0.742240 8.381423

Forces on atoms 1 to 6 (eV/Å):
-0.7 -0.2 -0.5
-0.3 0.3 -1.5
0.9 0.3 1.6
-2.2 -3.5 -3.5
1.2 1.9 3.1
0.1 -0.1 -0.7


No. 4
ORCA calculation (ωB97M-V/def2-TZVPD) on a structure of composition C26H31FeN2O5PS.

Values from the calculation:
LUMO energy in eV: 0.4
E_HOMO in eV: -8.15
Charge: 0
Kohn-Sham gap in eV: 8.59
DFT total energy in eV: -95196.823
2S+1: 1

Atoms and positions in Å:
Fe: 0.607035 -1.264586 0.472693
O: 2.721953 -1.293724 0.353776
C: 3.235538 -1.355334 1.706922
C: 2.236234 -0.735402 2.666812
N: 0.911497 -1.323207 2.447035
C: -0.213781 -0.582335 3.026095
C: -1.489733 -0.902935 2.221923
O: -2.575867 -0.718366 2.747008
O: -1.276612 -1.313191 1.024257
C: 0.847321 -2.753005 2.836407
C: 1.215191 -3.692899 1.680641
O: 1.701435 -4.780837 1.921329
O: 0.979021 -3.191858 0.512634
H: 2.732996 -2.201620 0.008110
H: 4.181116 -0.813041 1.742924
H: 3.425662 -2.397764 1.967198
H: 2.161010 0.337633 2.482305
H: 2.591231 -0.884816 3.694184
H: -0.009285 0.486667 2.934945
H: -0.369479 -0.812355 4.083112
H: -0.182929 -2.988302 3.106360
H: 1.476670 -2.952849 3.706283
N: 0.176848 -1.572420 -1.501238
C: 0.672115 -0.586436 -2.424109
C: 0.990098 -0.894937 -3.738876
C: 1.489582 0.093566 -4.573462
C: 1.661954 1.388982 -4.102861
C: 1.341994 1.693614 -2.788985
C: 0.852978 0.706472 -1.940690
P: 0.430608 0.936252 -0.181941
C: 1.522219 2.313981 0.309202
C: 2.895868 2.056901 0.323801
C: 3.791391 3.046052 0.695218
C: 3.325569 4.302050 1.066219
C: 1.964957 4.564003 1.052360
C: 1.064795 3.576369 0.670396
C: -1.247442 1.641787 -0.235854
C: -1.909121 1.910936 0.961539
C: -3.226459 2.336299 0.961879
C: -3.904462 2.494413 -0.238564
C: -3.257886 2.227384 -1.435128
C: -1.936529 1.801507 -1.435483
H: -0.847998 -1.636648 -1.507426
H: 0.504092 -2.508433 -1.727184
H: 0.849325 -1.905260 -4.103997
H: 1.745351 -0.148980 -5.596657
H: 2.052120 2.157058 -4.757454
H: 1.487322 2.699198 -2.412073
H: 3.258955 1.080617 0.022708
H: 4.854124 2.839738 0.692816
H: 4.024117 5.074691 1.359909
H: 1.597756 5.542691 1.333116
H: 0.005209 3.795660 0.651088
H: -1.405973 1.772158 1.910256
H: -3.728388 2.518294 1.902602
H: -4.938037 2.815395 -0.239214
H: -3.782440 2.343472 -2.374891
H: -1.448765 1.588402 -2.378010
C: -3.795737 -3.851157 -2.229028
S: -2.840099 -2.994464 -0.962707
C: -4.127216 -1.906464 -0.328560
H: -4.598453 -4.433736 -1.777637
H: -3.124035 -4.531497 -2.750654
H: -4.218666 -3.150699 -2.949648
H: -4.478748 -1.226477 -1.104943
H: -3.687626 -1.339581 0.490950
H: -4.961479 -2.496602 0.050294

Forces on atoms 1 to 6 (eV/Å):
0.1 0.0 0.0
0.1 0.1 -0.1
0.0 0.0 0.0
0.0 0.0 0.0
0.1 0.0 0.0
0.0 0.0 0.0


Q: The highest charge belongs to which entry?
A: C26H31F3IrN4O4S3


Q: Which formula does entry 3 have?
A: C26H31F9N2O6


Q: Which value of 2S+1 does entry 3 give?
A: 1